32
Properties=species:S:1:pos:R:3 method="wB97M-V/def2-TZVPD" de_lowest_ev=1.005 multiplicity=5 s_squared=6.040 gap_ev="6.545 / 7.415" total_charge=+1 e_homo_ha="-0.4864 / -0.4864"
Cr -1.4383 -1.5872 -0.3979
Cl -1.6802 0.7949 -0.5959
C -0.3746 1.0307 -4.1216
C 1.0006 0.5795 -4.3071
N 2.0895 0.2401 -4.4400
H -0.3913 2.0907 -4.3866
H -0.6588 0.8704 -3.0829
H -1.0852 0.6015 -4.8260
C 1.6995 1.0304 1.4507
O 2.8337 1.2985 0.6774
C 3.1888 0.6109 -0.4206
O 2.6694 -0.4095 -0.8101
O 4.1894 1.2497 -0.9599
C 4.8027 0.6540 -2.0914
H 0.8770 0.8213 0.7565
H 1.3951 1.8507 2.0917
H 1.7911 0.1231 2.0547
H 5.5392 1.3566 -2.4883
H 4.1277 0.3494 -2.8828
H 5.4799 -0.1615 -1.8160
C -4.5560 -2.8998 2.4845
O -3.8789 -1.8276 3.1842
C -2.9915 -1.1668 2.4849
O -2.4671 -1.5810 1.4466
O -2.6341 -0.1242 3.1493
C -1.5644 0.7337 2.8076
H -5.0307 -2.5005 1.5880
H -5.3245 -3.3419 3.1041
H -3.7966 -3.6170 2.1803
H -0.7103 0.1900 2.4010
H -1.2132 1.2663 3.6873
H -1.8878 1.4746 2.0783